(1)
DFT (the ωB97M-V functional and the def2-TZVPD basis) results for the molecule C2H6N6S in a non-equilibrium geometry.

CARTESIAN COORDINATES (ANGSTROEM)
N  -3.021  -0.540  0.741
N  -2.346  0.060  -0.434
C  -1.091  0.543  -0.316
N  -0.597  1.700  -0.142
N  0.701  1.606  0.058
C  1.251  0.286  -0.021
S  2.673  -0.372  0.210
N  0.021  -0.372  -0.218
N  -0.096  -1.791  -0.322
H  -3.357  0.100  1.295
H  -2.295  -1.169  1.141
H  -2.623  -0.659  -1.280
H  1.116  2.284  0.310
H  0.336  -2.221  -0.998
H  0.457  -2.012  0.411

Calculated values
- Spin multiplicity: 1
- Electronic energy: -806.37112 hartree
- ΔE to the lowest compared entry with this formula, charge and spin: 298.89 kJ/mol
- Structure (SMILES): NNc1n[nH]c(=S)n1N
- Max |F|: 14.3 eV/A
- Frontier orbital gap: 0.3409 Ha



(2)
DFT (the ωB97M-V functional and the def2-TZVPD basis) results for C4H2Li2O2 as an isolated structure in a non-equilibrium geometry.

CARTESIAN COORDINATES (ANGSTROEM)
H  -2.388  1.452  -0.071
O  -2.636  -0.590  -0.327
C  -1.973  0.442  0.104
C  -0.694  0.373  0.589
C  0.558  0.216  0.785
Li  -1.169  -1.321  -1.235
O  2.899  0.006  -0.182
C  1.830  -0.614  0.192
Li  1.582  1.655  -0.507
H  1.991  -1.620  0.652

Calculated values
- Spin multiplicity: 1
- Electronic energy: -319.04334 hartree
- ΔE to the lowest compared entry with this formula, charge and spin: 305.18 kJ/mol
- Max |F|: 4.2 eV/A
- Frontier orbital gap (spin up / spin down): 0.1805 / 0.1797 Ha



(3)
DFT (the ωB97M-V functional and the def2-TZVPD basis) results for the molecule C4H12N2 in a non-equilibrium geometry.

CARTESIAN COORDINATES (ANGSTROEM)
C  -0.244  -1.334  2.027
C  -0.033  -0.579  0.587
N  1.160  -1.067  -0.120
C  -0.184  0.927  0.289
C  0.431  1.674  -1.006
N  -0.100  0.590  -2.179
H  -0.615  -2.321  1.767
H  -0.910  -0.813  2.670
H  0.709  -1.674  2.494
H  -0.906  -0.886  0.042
H  1.071  -0.742  -1.121
H  0.991  -2.060  -0.132
H  -1.279  1.124  0.326
H  0.309  1.414  1.096
H  1.468  1.799  -0.965
H  -0.261  2.510  -1.290
H  -0.930  0.296  -1.599
H  -0.678  1.142  -2.888

Calculated values
- Spin multiplicity: 1
- Electronic energy: -269.02138 hartree
- ΔE to the lowest compared entry with this formula, charge and spin: 249.33 kJ/mol
- Structure (SMILES): C[C@H](N)CCN
- Max |F|: 6.6 eV/A
- Frontier orbital gap: 0.3658 Ha



(4)
DFT (the ωB97M-V functional and the def2-TZVPD basis) results for C43H57CeCl3N10O2PS2 as an isolated structure in a non-equilibrium geometry.

CARTESIAN COORDINATES (ANGSTROEM)
Ce  -0.139  0.641  0.013
N  -2.386  0.274  4.140
C  -1.496  0.390  5.241
C  -2.001  0.653  6.502
C  -1.138  0.766  7.585
C  0.227  0.632  7.405
C  0.738  0.384  6.136
C  -0.127  0.253  5.067
S  0.510  -0.113  3.444
N  -0.798  0.269  2.424
C  -2.019  0.345  2.851
C  -3.081  0.484  1.817
C  -4.436  0.507  2.110
C  -5.353  0.595  1.070
C  -4.890  0.656  -0.232
C  -3.522  0.630  -0.442
N  -2.636  0.544  0.550
H  -3.356  0.397  4.371
H  -3.070  0.763  6.647
H  -1.543  0.959  8.569
H  0.899  0.718  8.247
H  1.804  0.269  5.982
H  -4.803  0.453  3.124
H  -6.413  0.612  1.284
H  -5.574  0.724  -1.066
H  -3.115  0.678  -1.446
C  -1.837  6.613  -0.442
C  -0.438  6.095  -0.770
N  -0.404  5.170  -1.908
C  -0.252  5.761  -3.252
C  -1.568  5.815  -4.023
C  -0.539  3.856  -1.774
S  -0.912  3.255  -0.167
N  -0.441  3.140  -2.896
C  -0.340  1.848  -3.068
O  -0.224  0.954  -2.128
C  -0.313  1.381  -4.465
C  -0.292  2.284  -5.531
C  -0.251  1.817  -6.831
C  -0.232  0.451  -7.084
C  -0.257  -0.454  -6.030
C  -0.293  0.008  -4.728
H  -1.779  7.273  0.423
H  -2.507  5.787  -0.202
H  -2.253  7.181  -1.271
H  -0.022  5.584  0.097
H  0.213  6.931  -1.016
H  0.482  5.180  -3.804
H  0.139  6.767  -3.115
H  -1.966  4.812  -4.169
H  -1.397  6.269  -4.998
H  -2.309  6.412  -3.493
H  -0.307  3.344  -5.322
H  -0.230  2.518  -7.655
H  -0.199  0.091  -8.104
H  -0.248  -1.517  -6.232
H  -0.313  -0.689  -3.901
C  5.329  1.595  0.518
C  4.880  0.330  -0.238
C  5.371  0.349  -1.697
C  5.359  -0.944  0.481
C  3.428  0.321  -0.240
N  2.277  0.314  -0.243
H  6.416  1.652  0.498
H  5.004  1.561  1.559
H  4.928  2.495  0.049
H  6.460  0.335  -1.699
H  5.035  1.246  -2.217
H  5.015  -0.527  -2.239
H  6.448  -0.962  0.471
H  4.997  -1.839  -0.026
H  5.022  -0.963  1.518
O  -0.395  -1.518  0.010
P  -0.261  -3.049  -0.004
N  -1.714  -3.697  -0.341
C  -1.929  -5.163  -0.318
C  -3.431  -5.308  -0.072
C  -4.012  -4.013  -0.648
C  -2.987  -2.968  -0.223
N  0.770  -3.609  -1.167
C  0.261  -3.556  -2.563
C  1.523  -3.733  -3.391
C  2.541  -2.894  -2.617
C  2.202  -3.204  -1.156
N  0.254  -3.675  1.436
C  1.640  -3.588  1.949
C  1.513  -3.810  3.466
C  0.079  -4.317  3.670
C  -0.694  -3.613  2.565
H  -1.320  -5.637  0.452
H  -1.648  -5.595  -1.281
H  -3.640  -5.371  0.997
H  -3.834  -6.198  -0.550
H  -5.010  -3.792  -0.277
H  -4.049  -4.071  -1.737
H  -3.176  -2.644  0.810
H  -2.984  -2.084  -0.863
H  -0.207  -2.587  -2.784
H  -0.474  -4.339  -2.733
H  1.395  -3.412  -4.422
H  1.820  -4.783  -3.386
H  2.384  -1.831  -2.828
H  3.571  -3.148  -2.858
H  2.369  -2.337  -0.513
H  2.806  -4.032  -0.784
H  2.098  -2.616  1.739
H  2.241  -4.365  1.477
H  1.654  -2.869  3.996
H  2.254  -4.518  3.830
H  -0.310  -4.092  4.661
H  0.032  -5.395  3.514
H  -0.925  -2.580  2.853
H  -1.626  -4.118  2.307
Cl  3.553  4.999  2.244
C  2.553  3.893  3.196
Cl  1.298  4.772  4.079
Cl  3.558  2.947  4.318
C  1.903  2.952  2.298
N  1.395  2.183  1.621

Calculated values
- Spin multiplicity: 1
- Electronic energy: -5363.62379 hartree
- Charge: +3
- ΔE to the lowest compared entry with this formula, charge and spin: 0.00 kJ/mol
- Max |F|: 2.5 eV/A
- Frontier orbital gap (spin up / spin down): 0.2004 / 0.2003 Ha